# 1
{"formula": "C14H29F2GaN3OS2", "method": "the ωB97M-V functional and the def2-TZVPD basis", "orbital_gap_ha": 0.36923, "largest_force_ev_per_a": 0.5, "total_charge": 1, "molar_mass_g_mol": 427.26, "e_lumo_ev": -2.246, "elements": ["Ga", "C", "C", "N", "C", "C", "S", "C", "C", "N", "H", "H", "H", "H", "H", "H", "H", "H", "H", "H", "H", "H", "H", "H", "N", "C", "C", "C", "C", "S", "O", "C", "C", "C", "H", "H", "H", "H", "H", "H", "H", "H", "H", "H", "H", "H", "H", "H", "F", "C", "F", "H"], "positions_angstrom": [[-0.66817, -0.61255, 0.54810], [-1.86901, 0.69139, 3.06593], [-1.99628, -0.82202, 3.18053], [-2.13515, -1.44272, 1.85186], [-3.48675, -1.47828, 1.26012], [-3.99545, -0.13941, 0.73028], [-2.80317, 0.73544, -0.33653], [-2.53712, 2.29444, 0.54912], [-1.24218, 2.35492, 1.36669], [-0.92397, 1.06810, 1.99426], [-1.55418, 1.10301, 4.02648], [-2.83067, 1.14525, 2.83997], [-2.83682, -1.08073, 3.82889], [-1.09023, -1.23225, 3.62635], [-1.80783, -2.40481, 1.89733], [-4.20974, -1.86064, 1.98676], [-3.43946, -2.19761, 0.44367], [-4.29637, 0.53709, 1.52716], [-4.88558, -0.33336, 0.13362], [-3.42113, 2.47237, 1.15983], [-2.52093, 3.08394, -0.20029], [-1.34280, 3.14848, 2.11325], [-0.40875, 2.61930, 0.72072], [0.01794, 1.09662, 2.37430], [1.83823, -1.28446, 2.37745], [0.88263, -1.15994, 1.74261], [4.57196, -1.25186, 0.09932], [3.42074, -0.65287, -0.69933], [3.05282, 0.70808, -0.13128], [1.63605, 1.55380, -0.81836], [0.46127, 0.60861, -0.56115], [1.88264, 1.47291, -2.59701], [1.39429, 0.19534, -3.27082], [1.55612, 0.30553, -4.78242], [4.84032, -2.23213, -0.29206], [4.29067, -1.37638, 1.14595], [5.46289, -0.62278, 0.05693], [2.55155, -1.31108, -0.63947], [3.69675, -0.56250, -1.75217], [3.87815, 1.42547, -0.16535], [2.75525, 0.60884, 0.91711], [2.95064, 1.65484, -2.74798], [1.34992, 2.33992, -2.99353], [0.34509, 0.04754, -3.01257], [1.92673, -0.67430, -2.88963], [0.93158, 1.10081, -5.19248], [1.26846, -0.62682, -5.26616], [2.58945, 0.51545, -5.06313], [-1.33956, -3.20717, -0.24319], [-0.83588, -2.05336, -0.85055], [0.40183, -2.39410, -1.33891], [-1.47672, -1.87337, -1.72016]], "forces_ev_per_a": [[0.3459, 0.0458, 0.3668], [0.0395, 0.0887, 0.0399], [0.0120, -0.0969, -0.0279], [-0.1326, -0.0094, 0.0048], [0.0188, -0.0224, 0.0463], [-0.0211, -0.0326, 0.0407], [-0.0156, -0.0516, -0.1479], [-0.0050, 0.0521, 0.0470], [-0.0071, 0.0318, 0.0003], [-0.0587, -0.0838, -0.0535], [0.0110, -0.0106, -0.0040], [-0.0130, -0.0208, -0.0010], [-0.0077, 0.0279, 0.0010], [-0.0049, 0.0114, 0.0121], [-0.0059, 0.0011, 0.0270], [-0.0076, 0.0198, 0.0032], [-0.0071, 0.0111, -0.0131], [0.0112, -0.0109, 0.0069], [0.0100, 0.0146, -0.0187], [0.0093, -0.0032, 0.0065], [0.0001, -0.0147, -0.0135], [0.0003, -0.0185, 0.0137], [-0.0001, -0.0136, -0.0149], [-0.0007, 0.0319, 0.0128], [-0.0868, 0.0118, 0.0917], [0.0668, -0.0704, -0.0535], [0.0547, -0.0452, 0.0749], [-0.0482, -0.0239, -0.0119], [0.0873, 0.0299, 0.1089], [0.0330, -0.1444, 0.1681], [-0.4015, 0.2104, -0.2172], [0.0728, 0.0265, -0.1439], [-0.0168, 0.0047, 0.0376], [0.0081, -0.0053, -0.0549], [-0.0159, 0.0022, -0.0143], [-0.0136, 0.0038, -0.0197], [-0.0155, 0.0262, -0.0216], [0.0266, 0.0244, -0.0488], [0.0562, 0.0123, 0.0476], [-0.0139, 0.0159, -0.0977], [0.1322, -0.0039, 0.0208], [0.0031, -0.0344, -0.0120], [-0.0016, -0.0034, 0.0022], [0.0018, -0.0148, -0.0309], [-0.0233, 0.0474, -0.0205], [0.0079, 0.0115, 0.0088], [-0.0237, 0.0029, 0.0106], [0.0100, -0.0120, 0.0230], [0.0217, 0.0673, 0.0071], [-0.1026, -0.0843, -0.2262], [-0.0164, 0.0122, 0.0379], [0.0263, -0.0143, -0.0006]]}



# 2
{"formula": "C9H18Cl2OOsS", "method": "the ωB97M-V functional and the def2-TZVPD basis", "orbital_gap_ha": [0.21122, 0.27475], "spin_multiplicity": 5, "largest_force_ev_per_a": 4.3, "total_charge": 0, "molar_mass_g_mol": 435.44, "e_lumo_ev": [0.241, -0.924], "s_squared": 6.031, "elements": ["Os", "Cl", "Cl", "C", "H", "H", "C", "C", "H", "C", "H", "C", "H", "H", "C", "H", "H", "C", "H", "H", "H", "H", "C", "S", "C", "O", "H", "H", "H", "H", "H", "H"], "positions_angstrom": [[1.06939, -0.24653, 0.24112], [0.49299, -2.44238, -0.24107], [1.40293, 1.80485, 1.31468], [2.80700, -0.44591, -0.25172], [3.38636, 0.49536, -0.34752], [3.12061, -1.16768, -1.01162], [-0.70915, 0.77697, -0.93024], [0.55797, 0.59096, -1.49937], [-0.82088, 1.08309, 0.10692], [0.74245, -0.30910, -2.73251], [1.15991, 1.51375, -1.52169], [-0.37696, -0.07029, -3.72753], [1.74148, -0.16532, -3.14611], [0.76199, -1.36077, -2.35006], [-1.75968, -0.05128, -3.01775], [-0.12449, 0.86427, -4.16317], [-0.29545, -0.86341, -4.49408], [-1.80075, 1.03240, -1.90472], [-2.53315, 0.08460, -3.79236], [-1.90681, -1.05944, -2.58292], [-1.47966, 1.95106, -2.38593], [-2.79609, 1.23863, -1.52349], [-0.46427, 1.05401, 4.06486], [0.45571, -0.29979, 3.25929], [-0.04957, -1.65099, 4.35881], [-0.30190, -0.56980, 1.90897], [-0.08600, 1.17397, 5.08720], [-1.53065, 0.81364, 4.08113], [-0.27660, 1.96997, 3.50073], [-1.14085, -1.75556, 4.34819], [0.43608, -2.56068, 3.98957], [0.31803, -1.42858, 5.36236]], "forces_ev_per_a": [[-1.3187, -1.7401, 2.5211], [0.0721, 0.2677, 0.1465], [0.3256, 0.3209, -0.2527], [4.0178, 0.2800, -1.5175], [-0.0835, -0.4393, 0.1316], [0.0123, -0.1397, 0.2120], [-3.4119, 1.0611, -0.7542], [2.5360, -0.0183, -0.7695], [-0.3063, 0.2742, -0.1707], [-0.0085, -0.8370, 0.9786], [-0.0313, -0.0359, -0.3012], [0.0533, -1.1622, 0.6009], [-0.1106, 0.2599, -0.1354], [-0.2973, 0.8878, -0.6762], [0.3022, -0.4314, -0.5124], [-0.3302, 1.0641, -0.8209], [-0.3886, 0.4541, 0.1620], [-0.0447, -0.5547, -0.8960], [0.1068, 0.1495, 0.4615], [-0.0861, 0.4714, -0.0614], [-0.1556, 0.5903, -0.3750], [-0.0581, -0.3642, 0.3124], [0.1240, -0.2549, 0.0001], [-1.2066, -0.0634, -0.2742], [-0.1239, 0.0865, -0.3943], [0.1762, 0.0186, 2.7867], [-0.0116, -0.1198, -0.2171], [0.1595, -0.0419, -0.0801], [0.0002, -0.2768, -0.0077], [0.2775, 0.0188, -0.0242], [-0.1677, 0.2179, 0.0161], [-0.0223, 0.0567, -0.0887]]}



# 3
{"formula": "H8N2OSi3", "method": "the ωB97M-V functional and the def2-TZVPD basis", "orbital_gap_ha": [0.18199, 0.26214], "spin_multiplicity": 3, "largest_force_ev_per_a": 3.9, "total_charge": 0, "molar_mass_g_mol": 136.34, "e_lumo_ev": [0.596, -2.965], "s_squared": 2.006, "elements": ["N", "N", "O", "Si", "Si", "Si", "H", "H", "H", "H", "H", "H", "H", "H"], "positions_angstrom": [[0.97847, -0.91060, -0.08241], [-1.80489, -0.60586, -0.10910], [0.27501, 1.68497, -0.52778], [1.46270, 0.67067, 0.20476], [-0.60190, -1.84214, -0.12609], [-1.72376, 1.04457, 0.07266], [1.73339, -1.53449, 0.15049], [0.15278, 1.38129, -1.40063], [1.54192, 1.34938, 1.50311], [2.81175, 0.56290, -0.34013], [-0.16290, -2.64288, -1.21022], [-0.89385, -2.89272, 0.98697], [-2.13002, 2.22433, -0.64124], [-1.63870, 1.51058, 1.51961]], "forces_ev_per_a": [[-1.9824, -1.6766, 1.1122], [-0.4515, -2.3890, -0.9322], [1.7177, 0.0070, 1.7352], [0.0209, 1.0679, 0.1813], [1.8602, 0.9525, 1.7656], [-0.7116, 2.8760, 2.5969], [0.4388, -0.3434, -0.2905], [-0.2709, -0.2883, -2.4913], [-0.0627, -0.2648, 0.3046], [0.3821, 0.6355, -0.2760], [-0.7244, -0.7569, -1.4251], [0.1964, 1.1667, -0.5821], [-0.5391, -0.1938, -1.0848], [0.1265, -0.7928, -0.6139]]}



# 4
{"formula": "C6H9NO2", "method": "the ωB97M-V functional and the def2-TZVPD basis", "orbital_gap_ha": 0.30354, "largest_force_ev_per_a": 1.3, "total_charge": 0, "molar_mass_g_mol": 127.14, "e_lumo_ev": -0.847, "elements": ["C", "N", "C", "C", "O", "H", "H", "H", "H", "H", "H", "H", "C", "C", "C", "O", "H", "H"], "positions_angstrom": [[-0.93593, 1.89425, -1.97102], [-0.54350, 0.77321, -1.15118], [-0.91934, -0.53239, -1.62400], [0.13766, 0.97338, -0.01387], [0.47387, 2.04948, 0.42598], [-0.48386, 1.81899, -2.96268], [-2.02248, 1.92718, -2.07798], [-0.59017, 2.80286, -1.48159], [-2.00686, -0.60513, -1.71120], [-0.48122, -0.71975, -2.60812], [-0.57079, -1.29713, -0.93324], [0.37087, 0.02554, 0.50501], [1.64057, -0.85340, 3.35898], [1.05425, -1.56621, 2.42323], [0.76012, -2.46452, 1.57682], [0.33622, -3.15116, 0.72394], [1.25988, 0.12075, 3.63057], [2.52072, -1.19596, 3.89035]], "forces_ev_per_a": [[0.0538, 0.2067, 0.0710], [-0.2652, 0.1229, -0.4786], [-0.0094, -0.1315, -0.0012], [0.1506, -0.5383, 0.2955], [0.1626, 0.4247, 0.2357], [-0.0255, 0.0071, -0.0168], [-0.0026, 0.0066, -0.0286], [-0.0532, -0.0137, -0.0899], [0.0197, -0.0542, -0.0066], [-0.0204, -0.0494, 0.0152], [-0.0024, -0.0369, 0.0140], [-0.0338, 0.0933, -0.0363], [-0.0433, -0.1253, -0.1260], [0.3695, 0.5510, 0.7374], [-0.6308, -0.5579, -0.9522], [0.3068, -0.0038, 0.2942], [-0.0418, 0.1735, 0.0427], [0.0653, -0.0746, 0.0304]]}